The following is a quantum chemistry calculation of 2 unconnected molecules or ions with the total composition C9H14, from OMol25.

ORCA input file:
```
! wB97M-V def2-TZVPD RIJCOSX def2/J DEFGRID3
* xyz 1 2
C -2.628 0.103 -0.052
C -2.717 -1.022 1.031
H -3.125 0.971 0.382
H -1.690 0.414 -0.099
H -3.003 -0.076 -1.031
H -2.747 -1.976 0.498
H -3.622 -0.978 1.725
H -1.726 -0.989 1.715
C 0.313 2.374 -0.074
C 1.069 0.527 -1.422
C 0.662 0.965 -0.166
C 1.527 -0.855 -1.388
C 0.581 0.183 1.038
C 1.650 -1.522 -0.200
C 1.142 -1.088 0.934
H 1.176 1.313 -2.239
H 1.838 -1.283 -2.337
H -0.801 2.568 0.272
H 0.261 3.039 -0.930
H 0.099 0.590 1.868
H 1.753 -2.704 -0.329
H 0.989 -1.840 1.732
H 1.001 2.953 0.562
*
```

Output
E_HOMO (alpha / beta): -14.70 / -14.68 eV
DFT total energy: -9549.215 eV
ΔE to the lowest compared entry with this formula, charge and spin: 2.226 eV

In the Löwdin picture, each atom carries the following charge in e: -0.131, -0.128, 0.079, -0.051, 0.073, 0.054, 0.088, 0.083, -0.041, 0.049, -0.250, 0.050, 0.087, -0.044, -0.046, 0.163, 0.134, 0.153, 0.090, 0.128, 0.194, 0.150, 0.118

***

The following is a quantum chemistry calculation of 2 unconnected molecules or ions with the total composition C9H14, from OMol25.

ORCA input file:
```
! wB97M-V def2-TZVPD RIJCOSX def2/J DEFGRID3
* xyz 1 2
C -2.319 -0.386 -2.373
C -2.208 1.131 -1.852
H -1.666 -1.010 -1.795
H -3.323 -0.646 -2.433
H -2.129 -0.450 -3.404
H -1.701 1.623 -2.510
H -1.708 1.128 -0.850
H -3.207 1.560 -1.809
C 0.102 1.776 1.219
C 2.235 -2.069 1.048
C 2.775 -0.916 0.546
C 1.066 -1.888 1.801
C 2.156 0.371 0.472
C 0.357 -0.685 1.888
C 0.932 0.399 1.127
H 2.608 -3.160 0.828
H 3.797 -1.188 0.035
H 0.561 -2.741 2.213
H 2.549 1.243 -0.113
H -0.697 -0.604 2.260
H 0.667 2.603 1.662
H -0.820 1.871 1.838
H -0.030 2.036 0.203
*
```

Output
E_HOMO (alpha / beta): -14.56 / -14.56 eV
DFT total energy: -9549.128 eV
ΔE to the lowest compared entry with this formula, charge and spin: 2.313 eV

In the Löwdin picture, each atom carries the following charge in e: -0.109, -0.099, 0.045, 0.036, 0.044, -0.015, 0.045, 0.073, 0.005, 0.010, -0.012, -0.030, 0.030, 0.063, -0.137, 0.189, 0.170, 0.117, 0.158, 0.157, 0.098, 0.106, 0.055

***

The following is a quantum chemistry calculation of a molecular structure, C9H14AlClNO13S, from OMol25.

ORCA input file:
```
! wB97M-V def2-TZVPD RIJCOSX def2/J DEFGRID3
* xyz -1 1
O 2.453 -1.866 0.709
N 1.605 -1.067 0.634
O 1.290 -0.841 -0.684
C 0.052 -0.099 -0.817
Cl 0.004 0.946 0.721
O -1.011 -0.844 -1.001
Al -2.315 0.489 -1.057
C -4.038 0.108 -2.099
S -5.218 1.385 -1.721
O -6.445 0.842 -1.211
O -4.636 2.277 -0.772
O -1.143 1.707 -1.759
C 0.039 0.970 -1.983
O 1.057 1.906 -1.803
H -2.743 0.677 0.459
H -4.456 -0.851 -1.820
H -3.880 0.063 -3.176
H -5.460 2.118 -2.848
H 0.023 0.496 -2.963
H 0.643 2.757 -1.958
C 4.358 2.617 0.955
C 4.876 4.014 0.699
O 3.939 4.524 -0.248
C 2.775 3.819 -0.100
O 1.757 4.097 -0.615
O 2.960 2.756 0.720
H 4.547 2.276 1.970
H 4.762 1.885 0.253
H 4.851 4.641 1.594
H 5.884 4.023 0.289
C 0.177 -4.442 2.472
C -0.293 -4.608 1.046
O -1.626 -5.105 1.219
C -2.059 -4.716 2.444
O -3.171 -4.827 2.827
O -1.043 -4.189 3.174
H 0.873 -3.616 2.591
H 0.631 -5.351 2.876
H -0.333 -3.661 0.504
H 0.313 -5.312 0.481
*
```

Output
E_HOMO: -5.55 eV
DFT total energy: -67622.546 eV

In the Löwdin picture, each atom carries the following charge in e: 0.024, -0.123, -0.046, -0.807, 0.707, -0.102, 0.217, -0.303, 0.561, -0.384, -0.397, -0.163, -0.451, -0.039, -0.021, 0.037, 0.031, 0.060, 0.149, 0.081, -0.126, -0.136, 0.052, -0.557, 0.179, 0.052, 0.130, 0.134, 0.128, 0.126, -0.122, -0.114, 0.059, -0.575, 0.167, 0.062, 0.123, 0.128, 0.128, 0.130

***

The following is a quantum chemistry calculation of a molecular structure, C9H14AuN4S, from OMol25.

ORCA input file:
```
! wB97M-V def2-TZVPD RIJCOSX def2/J DEFGRID3
* xyz 1 1
Au -0.447 -1.401 -1.013
N 1.733 -1.416 -0.773
C 2.376 -0.368 0.067
C 2.077 -0.471 1.562
C 0.638 -0.193 1.976
N -0.215 -1.308 1.557
H 1.914 -2.341 -0.388
H 2.124 -1.410 -1.711
H 2.056 0.602 -0.306
H 3.456 -0.434 -0.070
H 2.724 0.252 2.061
H 2.374 -1.460 1.930
H 0.287 0.722 1.491
H 0.592 -0.022 3.054
H -1.145 -1.257 1.957
H 0.187 -2.193 1.852
S -2.805 -1.121 -1.192
C -2.302 0.544 -1.083
C -3.107 1.669 -0.967
C -2.484 2.897 -0.896
C -1.089 2.980 -0.956
C -0.361 1.822 -1.072
N -0.972 0.627 -1.123
H -4.183 1.565 -0.939
H -3.077 3.798 -0.803
H -0.581 3.932 -0.916
H 0.714 1.833 -1.159
N -0.194 -4.499 -1.057
C -0.291 -3.353 -1.083
*
```

Output
E_HOMO: -12.51 eV
DFT total energy: -30041.419 eV
ΔE to the lowest compared entry with this formula, charge and spin: 0.190 eV

In the Löwdin picture, each atom carries the following charge in e: 0.970, -0.050, -0.207, -0.175, -0.260, -0.035, 0.091, 0.113, 0.088, 0.129, 0.125, 0.123, 0.099, 0.119, 0.090, 0.087, 0.716, -0.738, -0.049, -0.017, -0.030, -0.110, -0.137, 0.124, 0.127, 0.120, 0.105, 0.042, -0.459

***

The following is a quantum chemistry calculation of a molecular structure, C9H14Br27ClO2P2, from OMol25.

ORCA input file:
```
! wB97M-V def2-TZVPD RIJCOSX def2/J DEFGRID3
* xyz 0 1
O -3.932 -2.091 -0.156
P -5.593 -2.086 -0.621
P -7.673 -1.916 -1.405
O -8.432 -3.265 -0.756
Cl -8.461 -0.257 -0.351
H -3.876 -2.716 0.553
H -5.954 -1.492 0.631
H -5.649 -3.506 -0.696
H -5.186 -1.380 -1.786
H -8.073 -3.454 0.107
C -2.016 0.249 -2.469
Br -0.143 0.693 -2.394
Br -3.113 1.765 -1.982
Br -2.506 -0.464 -4.198
H -2.192 -0.527 -1.736
C -0.906 3.371 -4.089
Br 0.948 3.877 -4.288
Br -1.998 4.860 -3.521
Br -1.592 2.555 -5.702
H -0.952 2.624 -3.309
C 1.917 -2.152 -0.069
Br 2.147 -0.274 0.337
Br 2.802 -3.241 1.261
Br 0.053 -2.634 -0.272
H 2.400 -2.340 -1.016
C -2.223 -3.153 3.164
Br -3.275 -1.892 4.179
Br -0.838 -3.972 4.227
Br -3.326 -4.510 2.328
H -1.736 -2.600 2.372
C 4.013 6.033 -3.475
Br 3.009 7.671 -3.279
Br 4.260 5.561 -5.333
Br 5.684 6.096 -2.508
H 3.423 5.244 -3.029
C 4.309 -2.876 5.392
Br 4.489 -0.981 5.721
Br 5.145 -3.928 6.781
Br 2.460 -3.381 5.132
H 4.831 -3.090 4.471
C 1.862 -2.587 9.019
Br 2.046 -0.693 9.350
Br 2.695 -3.639 10.409
Br 0.017 -3.090 8.750
H 2.388 -2.803 8.098
C 1.689 2.042 -8.184
Br 2.214 0.291 -7.558
Br 2.687 3.441 -7.302
Br 1.804 2.179 -10.109
H 0.650 2.177 -7.915
C 3.980 3.372 1.469
Br 5.381 2.190 2.079
Br 3.694 3.212 -0.435
Br 2.340 3.107 2.456
H 4.309 4.383 1.659
*
```

Output
E_HOMO: -8.80 eV
DFT total energy: -1935898.873 eV

In the Löwdin picture, each atom carries the following charge in e: -0.441, 0.532, 0.318, -0.437, 0.065, -0.114, -0.004, 0.010, -0.013, 0.010, -1.549, 0.630, 0.614, 0.561, -0.063, -1.657, 0.557, 0.570, 0.573, -0.212, -1.591, 0.531, 0.564, 0.584, -0.025, -1.610, 0.591, 0.556, 0.605, -0.062, -1.639, 0.578, 0.540, 0.563, -0.089, -1.605, 0.575, 0.586, 0.524, -0.035, -1.639, 0.558, 0.559, 0.556, -0.101, -1.619, 0.563, 0.494, 0.570, -0.070, -1.614, 0.566, 0.548, 0.565, -0.029

***

The following is a quantum chemistry calculation of a gas-phase ion, C9H14ClN2O2 (charge +1), from OMol25.

ORCA input file:
```
! wB97M-V def2-TZVPD RIJCOSX def2/J DEFGRID3
* xyz 1 1
C 2.871 -0.935 1.466
C 2.202 -0.709 0.143
C 2.806 0.346 -0.760
Cl 1.555 1.143 -1.757
O 1.654 -1.860 -0.509
N 0.829 -0.952 0.040
C -0.389 -0.624 0.133
C -1.493 -1.444 -0.402
C -2.463 -0.561 -1.213
C -2.873 0.670 -0.415
C -1.650 1.511 -0.080
C -0.668 0.693 0.780
N 0.634 1.331 1.060
O 0.641 2.523 1.201
H 3.914 -1.206 1.307
H 2.388 -1.743 2.012
H 2.832 -0.024 2.056
H 3.526 -0.116 -1.438
H 3.294 1.118 -0.165
H -1.106 -2.264 -1.008
H -2.044 -1.868 0.443
H -1.978 -0.254 -2.141
H -3.336 -1.158 -1.475
H -3.567 1.270 -1.004
H -3.387 0.371 0.501
H -1.137 1.810 -0.996
H -1.923 2.417 0.461
H -1.134 0.518 1.760
*
```

Output
E_HOMO: -13.22 eV
SMILES: C[C@@]1(CCl)O/[N+]1=C1\CCCC[C@@H]1N=O
DFT total energy: -29146.367 eV
ΔE to the lowest compared entry with this formula, charge and spin: 0.000 eV

In the Löwdin picture, each atom carries the following charge in e: 0.039, -0.462, -0.419, 0.705, 0.174, 0.020, -0.119, -0.065, -0.156, -0.178, -0.132, -0.219, -0.014, 0.087, 0.111, 0.107, 0.097, 0.107, 0.098, 0.138, 0.151, 0.126, 0.126, 0.127, 0.127, 0.105, 0.130, 0.188